Record 1
Computed, not measured: C12H23B2F3NO13Tl2 as an isolated structure in a non-equilibrium geometry, with the ωB97M-V functional and the def2-TZVPD basis.

The calculation puts the frontier orbital gap at 0.0381 hartree. The calculation puts the LUMO energy at -0.5408 hartree. The charge is +3. Its HOMO energy is -0.5790 Ha.

Positions of all 56 atoms, in Å:
Tl 4.65 -1.50 4.78
Tl 2.89 5.73 0.14
F -2.18 -5.61 -1.44
F -5.89 3.24 4.95
F 0.46 -1.57 -8.36
O -4.28 -8.00 1.50
O 0.91 1.50 -8.54
O 5.22 -2.55 -1.48
O 0.73 2.06 -6.34
O -2.36 -8.33 0.40
O 0.88 3.28 7.23
O 0.50 5.24 6.36
O -5.19 3.88 2.00
O -7.14 5.01 1.29
O 5.12 -4.24 -2.81
O -7.12 3.65 3.12
O -0.33 0.25 -7.21
O -3.21 -6.30 0.41
N 4.88 -3.08 -2.55
C -3.37 -7.59 0.88
C 0.45 0.48 -9.39
C -1.46 -7.64 -0.48
C -0.27 -0.46 -8.47
C -4.98 2.67 2.75
C -1.99 -6.17 -0.28
C -6.51 4.25 2.10
C -6.23 2.81 3.68
C 0.48 4.44 7.32
C 0.49 1.33 -7.31
C -0.27 4.80 8.63
C 4.10 -2.33 -3.60
B 6.71 2.75 2.45
B 1.31 0.79 0.67
H 4.34 -1.29 -3.39
H 1.33 0.04 -9.85
H -1.32 4.50 8.63
H -1.50 -5.48 0.41
H -1.26 -0.73 -8.85
H 3.06 -2.57 -3.39
H 6.38 2.36 1.50
H 0.65 1.48 0.16
H 7.23 3.69 2.29
H 4.53 -2.70 -4.53
H -6.63 1.81 3.82
H 5.82 2.84 3.05
H -1.65 -8.02 -1.48
H 1.01 -0.25 0.65
H -4.07 2.62 3.35
H -0.29 1.03 -9.98
H 1.31 1.14 1.69
H -0.22 5.83 9.01
H 0.06 4.14 9.44
H -5.02 1.76 2.15
H 7.35 1.99 2.87
H 2.31 0.96 0.31
H -0.43 -7.91 -0.25

---

Record 2
Computed, not measured: one molecule with the formula C12H23BrNO2 in a non-equilibrium geometry, with the ωB97M-V functional and the def2-TZVPD basis.

The calculation puts the frontier orbital gap (spin up / spin down) at 0.3426 / 0.3609 hartree. The calculation puts the LUMO energy (spin up / spin down) at 0.0258 / 0.0048 hartree. Its spin multiplicity is 2. Its HOMO energy (spin up / spin down) is -0.3168 / -0.3561 Ha.

Positions of all 39 atoms, in Å:
Br -0.40 2.72 -1.80
O -0.77 1.28 0.60
O 2.45 -2.24 -0.77
N 1.78 -1.16 -0.94
C -0.03 1.14 -0.57
C -0.39 -0.10 -1.38
C -4.36 1.35 1.66
C 0.31 -1.35 -0.89
C 2.68 -0.38 1.27
C -2.16 1.55 0.49
C -2.86 0.99 1.72
C 1.45 1.26 -0.19
C -0.18 -1.84 0.48
C 2.33 -0.01 -0.17
C -0.02 -2.45 -1.91
C 3.66 0.35 -0.85
H 4.21 1.07 -0.26
H -2.61 1.09 -0.38
H -4.55 1.95 0.78
H -1.45 -0.30 -1.31
H -0.91 -2.63 0.32
H 3.42 -1.17 1.32
H -2.34 2.62 0.49
H -0.17 0.08 -2.42
H -4.94 0.44 1.55
H 4.25 -0.54 -1.05
H 1.91 2.01 -0.82
H 0.26 -3.43 -1.55
H -1.07 -2.42 -2.16
H 3.14 0.51 1.70
H -2.72 -0.08 1.79
H -0.67 -1.07 1.07
H 0.62 -2.29 1.04
H -2.42 1.49 2.58
H 1.45 1.67 0.82
H 1.80 -0.58 1.88
H 3.44 0.81 -1.81
H 0.55 -2.25 -2.82
H -4.69 1.90 2.53

---

Record 3
Computed, not measured: C12H23ClO8S2 as an isolated structure in a non-equilibrium geometry, with the ωB97M-V functional and the def2-TZVPD basis.

The calculation puts the frontier orbital gap at 0.4125 hartree. The calculation puts the LUMO energy at 0.0097 hartree. Its HOMO energy is -0.4028 Ha.

Positions of all 46 atoms, in Å:
Cl 1.37 0.91 -3.64
S 1.98 -0.51 2.99
S -0.65 4.31 -0.26
O -1.46 4.61 -1.38
O 0.50 -1.06 2.68
O -0.81 -1.32 0.88
O 2.23 0.36 1.63
O 0.85 4.21 -0.80
O 2.90 -1.57 2.94
O -0.70 5.19 0.83
O 1.99 0.26 4.16
C -0.73 0.90 2.08
C -1.01 2.65 0.23
C 1.29 0.29 -0.70
C 1.26 -0.19 0.72
C -2.06 -1.77 -1.13
C -0.03 -0.35 1.49
C -2.42 -3.20 -0.71
C 2.57 -0.19 -1.39
C -1.88 -0.86 0.06
C -1.17 -4.09 -0.52
C 2.42 -0.32 -2.90
C -0.30 2.26 1.52
H -0.49 0.91 3.13
H -1.13 -1.82 -1.70
H -0.30 -3.45 -0.54
H -0.72 2.00 -0.59
H -2.08 2.53 0.36
H -1.81 0.84 2.02
H 0.79 3.61 -1.56
H -0.60 3.00 2.25
H -1.07 -4.82 -1.32
H 1.32 1.37 -0.77
H -1.17 -4.57 0.44
H -3.08 -3.67 -1.43
H -2.95 -3.17 0.24
H 3.38 0.48 -1.13
H 2.87 -1.16 -1.02
H 1.59 -1.23 0.64
H 0.77 2.37 1.41
H 2.08 -1.32 -3.14
H 3.40 -0.24 -3.36
H -2.81 -0.90 0.62
H -1.74 0.15 -0.31
H -2.82 -1.36 -1.79
H 0.42 -0.04 -1.25

---

| no. | energy (eV) |
| --- | --- |
| 1 | -59763.807 |
| 2 | -88442.652 |
| 3 | -63388.328 |